C3H9NO3P | ωB97M-V with the def2-TZVPD basis set

ORCA input file:
```
! wB97M-V def2-TZVPD RIJCOSX def2/J DEFGRID3
* xyz -1 1
C -0.758 -2.969 -0.766
C 1.549 -1.302 0.482
C -0.616 -1.438 -0.625
N 0.481 -0.813 -0.064
O 0.716 1.847 0.219
O -0.356 3.988 -0.931
O 0.150 4.007 1.512
P -0.232 3.021 0.223
H -1.363 -3.011 -1.656
H -1.198 -3.531 0.162
H 0.215 -3.528 -0.951
H 1.543 -2.434 0.621
H 2.216 -0.649 0.973
H -1.563 2.568 0.568
H -1.408 -0.772 -0.759
H 0.060 4.778 1.068
H 0.563 0.239 -0.078
*
```

Output
F_max	4.8	eV/A
DFT total energy	-20180.209	eV